Record 1
{
  "formula": "C3H7NO2",
  "method": "the ωB97M-V functional and the def2-TZVPD basis",
  "smiles": "C[C@@](N)(O)C=O",
  "charge": 0,
  "homo_ev": -9.6,
  "e_lumo_ev": 0.73,
  "relative_energy_kcal_mol": 48.5,
  "fmax_ev_per_a": 4.0,
  "homo_lumo_gap_ev": 10.368,
  "e_tot_ev": -8808.427,
  "symbols": ["O", "O", "N", "C", "C", "C", "H", "H", "H", "H", "H", "H", "H"],
  "coordinates": [[-1.303646, -0.969934, 1.677096], [-1.204917, -0.705817, -0.850729], [-0.030476, 1.410391, -0.673106], [-0.828529, 0.011776, 1.143478], [1.296147, -0.541838, -0.082330], [-0.077467, 0.091389, -0.180088], [1.216031, -1.536672, 0.351648], [1.919704, 0.066809, 0.568279], [1.737319, -0.606477, -1.074447], [-0.592080, 0.888072, 1.776681], [-1.628123, -1.390966, -0.314100], [0.452899, 1.471846, -1.562180], [-0.956863, 1.811423, -0.780202]],
  "forces_ev_per_a": [[-0.038, 0.737, -1.060], [1.418, 0.619, -2.385], [-0.118, -0.034, -0.166], [2.535, 0.340, 2.848], [-0.563, -0.316, -0.203], [-3.475, -1.949, 0.542], [0.003, -0.040, -0.113], [0.054, 0.104, -0.049], [0.127, -0.023, -0.037], [-0.771, 0.481, 0.075], [0.736, 0.240, 0.427], [-0.011, -0.053, 0.117], [0.102, -0.107, 0.002]]
}

---

Record 2
{
  "formula": "C3H7NO2",
  "method": "the ωB97M-V functional and the def2-TZVPD basis",
  "smiles": "CC(=O)N(C)O",
  "charge": 0,
  "homo_ev": -8.8,
  "e_lumo_ev": 0.75,
  "relative_energy_kcal_mol": 78.4,
  "fmax_ev_per_a": 4.6,
  "homo_lumo_gap_ev": 9.526,
  "e_tot_ev": -8807.130,
  "symbols": ["O", "O", "N", "C", "C", "C", "H", "H", "H", "H", "H", "H", "H"],
  "coordinates": [[-1.099448, 1.014126, -0.066464], [1.467508, -1.283262, -0.099230], [-0.566307, -0.176065, 0.241668], [-1.345494, -1.363132, -0.099393], [0.951949, -0.188801, -0.033484], [1.568600, 1.180220, 0.023501], [-1.715397, 1.360697, 0.593274], [-0.691014, -1.821349, -0.890134], [-1.350015, -1.948959, 0.733381], [1.788555, 1.446683, 0.994058], [0.843375, 1.871344, -0.425445], [-2.342613, -1.024812, -0.511846], [2.490296, 0.933304, -0.459886]],
  "forces_ev_per_a": [[-1.478, 2.408, -1.517], [0.025, 1.215, -0.362], [3.882, -0.864, 0.828], [1.034, 2.218, -3.728], [-4.022, -1.277, 1.930], [-1.025, -1.702, -2.235], [0.359, -0.592, 0.459], [-1.190, -0.359, 0.485], [-0.638, -1.914, 2.083], [0.249, 0.555, 2.283], [0.925, 0.028, -0.117], [1.132, -0.647, 0.624], [0.747, 0.932, -0.734]]
}

---

Record 3
{
  "formula": "C3H7NO2",
  "method": "the ωB97M-V functional and the def2-TZVPD basis",
  "charge": 0,
  "homo_ev": -8.9,
  "e_lumo_ev": 0.76,
  "relative_energy_kcal_mol": 61.5,
  "fmax_ev_per_a": 0.4,
  "homo_lumo_gap_ev": 9.668,
  "e_tot_ev": -8807.862,
  "symbols": ["O", "O", "N", "C", "C", "C", "H", "H", "H", "H", "H", "H", "H"],
  "coordinates": [[0.132975, 0.034773, -1.777768], [-1.328998, -0.783154, -0.205511], [0.001223, 1.847844, -0.456638], [-0.395210, -1.310401, 0.695848], [0.729971, -0.265149, 0.599684], [0.135443, 0.527548, -0.554171], [-0.579002, -0.704586, -1.474107], [-0.408128, 2.333226, -1.242236], [0.003812, 2.293593, 0.446868], [0.830744, 0.351482, 1.500204], [-0.054110, -2.324138, 0.429053], [1.723026, -0.631863, 0.317202], [-0.791746, -1.369175, 1.721572]],
  "forces_ev_per_a": [[-0.046, -0.087, 0.125], [-0.113, -0.006, -0.040], [-0.119, -0.141, 0.047], [0.135, -0.164, 0.257], [-0.001, 0.028, -0.003], [0.275, 0.282, 0.049], [-0.015, 0.022, -0.084], [0.064, -0.024, 0.115], [-0.004, -0.062, -0.150], [-0.045, -0.070, -0.162], [-0.048, 0.140, -0.005], [-0.137, 0.045, 0.016], [0.052, 0.037, -0.165]]
}

---

Record 4
{
  "formula": "C3H7NO2",
  "method": "the ωB97M-V functional and the def2-TZVPD basis",
  "smiles": "CO/C(C)=N\\O",
  "charge": 0,
  "homo_ev": -8.9,
  "e_lumo_ev": 0.83,
  "relative_energy_kcal_mol": 90.1,
  "fmax_ev_per_a": 4.4,
  "homo_lumo_gap_ev": 9.702,
  "e_tot_ev": -8806.623,
  "symbols": ["O", "O", "N", "C", "C", "C", "H", "H", "H", "H", "H", "H", "H"],
  "coordinates": [[-0.951129, 1.815962, 0.697949], [0.374428, 0.195491, -0.912135], [-0.977070, 0.501453, 0.921080], [1.603667, -0.369665, -1.257607], [-0.235252, -1.742600, 0.503444], [-0.297327, -0.263894, 0.129097], [-0.508988, 2.092683, 1.528104], [-1.091250, -2.024691, 1.139438], [1.699976, -1.199201, -1.938919], [2.184889, 0.437431, -1.842280], [0.739666, -1.880769, 0.971505], [2.203577, -0.499292, -0.432060], [-0.201304, -2.270990, -0.409475]],
  "forces_ev_per_a": [[1.104, 2.753, 0.058], [-0.229, 0.405, -1.167], [0.213, -4.383, -0.135], [1.514, 2.501, -2.639], [0.002, 1.639, 0.201], [-1.329, 0.115, 2.332], [-0.640, 0.505, -0.715], [0.669, 0.168, -0.300], [-1.035, -0.767, 0.013], [-1.093, -0.866, 0.818], [-0.171, -0.316, 0.376], [1.230, -0.717, 2.117], [-0.236, -1.037, -0.958]]
}

---

Record 5
{
  "formula": "C3H7NO2",
  "method": "the ωB97M-V functional and the def2-TZVPD basis",
  "charge": 0,
  "homo_ev": [-8.1, -7.4],
  "e_lumo_ev": [-0.42, -0.63],
  "relative_energy_kcal_mol": 187.5,
  "fmax_ev_per_a": 1.5,
  "homo_lumo_gap_ev": [7.728, 6.792],
  "e_tot_ev": -8802.398,
  "symbols": ["O", "O", "N", "C", "C", "C", "H", "H", "H", "H", "H", "H", "H"],
  "coordinates": [[2.109809, -0.365025, 2.585157], [0.410565, -1.173356, 0.367236], [1.129977, -0.927734, 2.313662], [-0.100277, -0.203302, 1.185788], [-0.881120, 0.033327, -0.641657], [0.084472, 0.462268, -1.694386], [-1.040766, -0.365443, 1.711620], [0.765761, 1.229773, -1.324075], [0.292610, 0.815520, 1.175288], [-1.441249, -0.872590, -0.829530], [-0.486772, 0.905680, -2.520791], [0.665559, -0.374696, -2.071057], [-1.508569, 0.835579, -0.257255]],
  "forces_ev_per_a": [[-0.823, -0.368, -0.384], [-0.208, 0.445, 0.218], [1.108, 0.180, 1.013], [-0.283, -0.187, -1.432], [0.067, 0.001, 0.496], [-0.018, 0.032, -0.032], [0.081, -0.041, 0.052], [-0.015, -0.032, 0.001], [0.079, -0.052, 0.057], [0.002, 0.033, -0.009], [0.060, -0.039, 0.054], [-0.020, 0.026, 0.014], [-0.031, 0.002, -0.048]]
}

---

Record 6
{
  "formula": "C3H7NO2",
  "method": "the ωB97M-V functional and the def2-TZVPD basis",
  "smiles": "CCNC(=O)O",
  "charge": 0,
  "homo_ev": -9.9,
  "e_lumo_ev": 0.79,
  "relative_energy_kcal_mol": 14.2,
  "fmax_ev_per_a": 2.5,
  "homo_lumo_gap_ev": 10.663,
  "e_tot_ev": -8809.915,
  "symbols": ["O", "O", "N", "C", "C", "C", "H", "H", "H", "H", "H", "H", "H"],
  "coordinates": [[0.686154, 0.605595, -2.697671], [-0.652413, -0.805879, -1.568079], [0.535990, 0.736512, -0.429112], [0.219268, 0.229476, -1.647533], [0.603334, -0.128418, 0.894298], [-0.764428, -0.111216, 1.517229], [-1.210222, 0.709942, 0.883099], [0.918418, -1.133518, 0.607421], [-1.321144, -1.026626, 1.339933], [1.212813, 1.483422, -0.507667], [1.346377, 0.373243, 1.511231], [-0.741991, 0.182452, 2.562082], [-0.832155, -1.114985, -2.465230]],
  "forces_ev_per_a": [[-0.323, 0.315, -0.181], [-0.174, -0.014, 0.379], [0.617, -0.867, 1.747], [0.544, -0.614, -0.128], [0.067, 0.961, -2.332], [-0.645, 1.322, -1.052], [-0.397, -0.864, 1.308], [0.237, 0.203, 0.115], [-0.031, -0.003, 0.179], [0.017, -0.265, 0.036], [0.075, -0.161, -0.125], [-0.165, -0.153, 0.086], [0.178, 0.139, -0.032]]
}

---

Record 7
{
  "formula": "C3H7NO2",
  "method": "the ωB97M-V functional and the def2-TZVPD basis",
  "smiles": "CC=O.NC=O",
  "charge": 0,
  "homo_ev": -10.0,
  "e_lumo_ev": 1.00,
  "relative_energy_kcal_mol": 32.2,
  "fmax_ev_per_a": 1.9,
  "homo_lumo_gap_ev": 10.976,
  "e_tot_ev": -8809.134,
  "symbols": ["O", "O", "N", "C", "C", "C", "H", "H", "H", "H", "H", "H", "H"],
  "coordinates": [[-1.861181, 0.278127, 0.092095], [1.674844, -0.596830, -0.151729], [-0.790835, -1.736581, 0.025190], [-1.884845, -0.935230, 0.127903], [0.925679, 1.670838, -0.454928], [1.434466, 0.500907, 0.316237], [0.148984, -1.453901, 0.349021], [0.345498, 2.206527, 0.289581], [-2.832335, -1.476770, -0.053514], [1.785141, 2.291677, -0.705183], [-0.951011, -2.734843, 0.021898], [0.300458, 1.365604, -1.273953], [1.705136, 0.620480, 1.417383]],
  "forces_ev_per_a": [[0.129, 0.078, 0.856], [-0.076, 0.719, 0.050], [0.157, -0.601, 1.079], [0.260, 0.044, -1.881], [0.067, -0.153, 1.442], [1.326, -0.941, 0.364], [-1.042, -0.119, -0.638], [-0.335, 0.455, -0.224], [0.049, -0.101, 0.483], [-0.016, 0.042, -0.320], [-0.061, 0.210, 0.086], [0.037, -0.020, -0.436], [-0.497, 0.387, -0.862]]
}

---

Record 8
{
  "formula": "C3H7NO2",
  "method": "the ωB97M-V functional and the def2-TZVPD basis",
  "smiles": "C[C@H](O)C(N)=O",
  "charge": 0,
  "homo_ev": -9.8,
  "e_lumo_ev": 0.62,
  "relative_energy_kcal_mol": 41.3,
  "fmax_ev_per_a": 5.2,
  "homo_lumo_gap_ev": 10.459,
  "e_tot_ev": -8808.738,
  "symbols": ["O", "O", "N", "C", "C", "C", "H", "H", "H", "H", "H", "H", "H"],
  "coordinates": [[-0.531057, -0.017894, -1.501540], [0.630771, 1.532365, 1.489332], [1.767310, 0.913605, -0.400300], [0.642188, 0.970371, 0.393467], [-0.869574, -1.079431, 0.658438], [-0.622380, 0.292033, -0.125853], [-0.206410, -1.900089, 0.091086], [1.830794, 0.318281, -1.283666], [-1.572052, 0.940436, 0.011224], [-1.134683, -0.981069, -1.657165], [-1.994973, -1.282704, 0.547055], [2.645040, 1.292117, -0.033081], [-0.584971, -0.998021, 1.811005]],
  "forces_ev_per_a": [[-2.318, -4.186, -1.113], [0.023, -0.659, -1.238], [0.083, -1.097, -1.221], [0.515, 0.728, 0.550], [0.588, 0.012, 0.388], [-1.746, -0.998, 0.697], [-1.513, 1.661, 1.525], [-0.519, 1.346, 1.979], [1.858, -0.588, 0.229], [2.725, 4.412, 0.649], [1.745, -0.109, 0.265], [-0.797, -0.261, -0.112], [-0.644, -0.261, -2.597]]
}

---

Record 9
{
  "formula": "C3H7NO2",
  "method": "the ωB97M-V functional and the def2-TZVPD basis",
  "smiles": "NC(=O)CCO",
  "charge": 0,
  "homo_ev": -9.2,
  "e_lumo_ev": 0.59,
  "relative_energy_kcal_mol": 57.8,
  "fmax_ev_per_a": 3.2,
  "homo_lumo_gap_ev": 9.832,
  "e_tot_ev": -8808.021,
  "symbols": ["O", "O", "N", "C", "C", "C", "H", "H", "H", "H", "H", "H", "H"],
  "coordinates": [[0.718491, -0.367327, 1.814127], [-1.639321, 0.810772, -1.226967], [-1.178178, -1.337724, -0.997984], [0.116587, 1.015367, -0.031415], [-0.777540, 0.011748, -0.924366], [1.226132, 0.405043, 0.741215], [1.845733, 1.208045, 1.148674], [-2.196673, -1.394087, -1.016710], [-0.695851, -2.211693, -1.152277], [1.814995, -0.190995, 0.037228], [0.470058, 1.823948, -0.695486], [0.868471, -1.296198, 1.621444], [-0.572907, 1.523106, 0.682514]],
  "forces_ev_per_a": [[0.140, -0.320, 0.110], [-1.750, -0.251, -1.946], [0.496, 0.400, 0.465], [0.671, -1.010, -0.064], [-1.759, 1.988, 1.795], [0.580, 0.151, -0.117], [0.195, -0.166, 0.091], [0.602, 0.097, -0.382], [0.471, 0.607, 0.249], [0.329, -0.084, 0.319], [-0.081, -0.668, 0.038], [-0.083, 0.033, 0.102], [0.189, -0.778, -0.660]]
}

---

Record 10
{
  "formula": "C3H7NO2",
  "method": "the ωB97M-V functional and the def2-TZVPD basis",
  "charge": 0,
  "homo_ev": -7.9,
  "e_lumo_ev": 1.02,
  "relative_energy_kcal_mol": 102.3,
  "fmax_ev_per_a": 0.7,
  "homo_lumo_gap_ev": 8.900,
  "e_tot_ev": -8806.091,
  "symbols": ["O", "O", "N", "C", "C", "C", "H", "H", "H", "H", "H", "H", "H"],
  "coordinates": [[-0.329882, -1.449633, 0.818467], [0.671805, 1.274497, 0.442262], [2.287342, 0.063582, -0.464581], [-1.720371, 0.270931, -0.239126], [-0.583077, -0.118624, 0.665136], [0.967544, 0.344541, -0.401452], [-1.712518, 1.348899, -0.399010], [-2.656245, -0.016036, 0.256647], [-0.194876, -1.817441, -0.069356], [-1.651521, -0.236505, -1.203092], [-0.673419, 0.269886, 1.677880], [2.656790, -0.550426, -1.171894], [2.938423, 0.616331, 0.088116]],
  "forces_ev_per_a": [[0.123, 0.049, -0.207], [0.024, -0.298, -0.246], [-0.143, 0.016, -0.088], [0.080, 0.027, -0.085], [-0.618, -0.107, 0.340], [0.600, 0.344, 0.081], [-0.018, -0.135, 0.021], [0.138, 0.048, -0.027], [-0.036, -0.013, 0.132], [-0.009, 0.055, 0.150], [0.043, -0.002, -0.138], [-0.107, 0.082, 0.103], [-0.077, -0.066, -0.035]]
}